1.
Computed, not measured: a structure of composition C10H20AsF6O5PS4W, with ωB97M-V with the def2-TZVPD basis set.

Summary:
- Energy relative to the best compared isomer or geometry (same formula, charge and spin): 1.585 eV
- Gap between HOMO and LUMO (alpha / beta): 6.2 / 6.3 eV
- ⟨S²⟩: 0.7760
- Total energy: -5605.35748 a.u.
- Multiplicity: 2
- HOMO (alpha / beta): -11.59 / -11.65 eV
- Charge: +1

Atoms and positions in Å:
W: -0.81650 -0.71503 0.45461
C: -1.43476 2.43686 0.54221
C: -0.57656 2.18326 1.74845
O: 0.24034 1.04651 1.43615
C: 1.38540 0.83183 2.27721
C: 1.23253 -0.58355 2.77063
O: 0.88576 -1.38026 1.59778
C: 2.07247 -1.98142 0.99637
C: 1.71439 -2.41593 -0.39346
O: 0.93052 -1.33676 -0.90364
C: 0.74203 -1.30877 -2.33968
C: -0.74004 -1.36132 -2.60966
O: -1.40678 -0.48831 -1.66457
C: -2.01413 0.70810 -2.20439
C: -2.82295 1.22147 -1.04987
O: -1.96895 1.14885 0.11242
H: -2.27828 3.07280 0.81066
H: -0.85843 2.86643 -0.27339
H: 0.05857 3.05121 1.91693
H: -1.17241 1.95739 2.63614
H: 2.27427 0.98179 1.66425
H: 1.38770 1.54025 3.10428
H: 2.14588 -0.98549 3.20424
H: 0.40587 -0.70677 3.46503
H: 2.84731 -1.21508 0.96395
H: 2.36751 -2.82047 1.62497
H: 2.62308 -2.52450 -0.98581
H: 1.13597 -3.34167 -0.40707
H: 1.19835 -0.39158 -2.69956
H: 1.22999 -2.17270 -2.79025
H: -0.95395 -1.02308 -3.62226
H: -1.15784 -2.35442 -2.45734
H: -1.23276 1.40001 -2.51598
H: -2.65477 0.42966 -3.04068
H: -3.14803 2.24828 -1.20356
H: -3.68314 0.58478 -0.84420
S: -0.77193 -3.86631 3.43670
As: -2.34433 -3.11535 2.37924
S: -1.48589 -2.83132 0.14753
S: -2.04054 -0.74826 2.34357
S: -4.32039 -3.50947 2.26226
F: 0.57301 1.23595 -1.15257
P: 1.90197 2.24632 -1.43181
F: 0.86116 3.29249 -2.07269
F: 3.14624 3.17478 -1.68968
F: 1.64682 2.91097 0.02946
F: 2.07057 1.50929 -2.85256
F: 2.80566 1.09855 -0.72038

Mulliken population analysis, charges in e, atoms 1 to 6: atom 1 (W): 2.303, atom 2 (C): -0.554, atom 3 (C): -1.163, atom 4 (O): 0.323, atom 5 (C): -0.679, atom 6 (C): -0.761



2.
Computed, not measured: a structure of composition C10H20B3Cl10F12Hg in a non-equilibrium geometry, with ωB97M-V with the def2-TZVPD basis set.

Summary:
- Gap between HOMO and LUMO: 3.0 eV
- Total energy: -6421.80949 a.u.
- Multiplicity: 1
- HOMO: -8.98 eV
- Charge: -1

Atoms and positions in Å:
Hg: -0.67679 -4.49620 -2.27220
B: -1.83997 -8.27036 -1.48703
F: -1.03011 -9.42894 -1.51205
F: -3.07994 -8.56137 -0.94534
F: -1.27671 -7.33376 -0.67543
F: -2.01205 -7.74070 -2.73577
B: -4.77283 -3.80778 -3.25303
F: -5.53454 -4.50920 -4.13249
F: -5.37959 -2.63283 -2.98486
F: -4.56164 -4.53888 -2.14344
F: -3.60154 -3.64022 -3.93444
B: -0.24092 -1.89123 0.06008
F: 0.19499 -1.64006 -1.24975
F: 0.12675 -0.80717 0.84048
F: -1.51270 -2.30268 -0.05605
F: 0.37649 -3.02746 0.49038
Cl: -4.07055 3.32291 2.47341
C: -3.30147 2.01640 3.40857
C: -3.58389 2.22025 4.87710
Cl: -5.27471 1.64971 5.34586
H: -2.22088 2.06914 3.27577
H: -3.71255 1.10450 2.97549
H: -3.46800 3.24326 5.23504
H: -2.74091 1.75252 5.38574
Cl: 3.08921 4.96690 1.90606
C: 2.68581 5.36740 3.58830
C: 2.59155 4.10532 4.44036
Cl: 1.59227 4.58262 5.83881
H: 1.79620 5.97729 3.43103
H: 3.40428 6.05862 4.02890
H: 3.58908 3.89187 4.82439
H: 2.09378 3.29196 3.91235
Cl: 5.94026 0.29952 2.64634
C: 5.09190 -1.14432 2.98754
C: 6.10220 -2.08639 3.76040
Cl: 6.44885 -1.45594 5.45014
H: 4.78585 -1.62799 2.05991
H: 4.17767 -0.96844 3.55439
H: 7.05298 -2.10141 3.22759
H: 5.62618 -3.06481 3.82524
Cl: 4.24731 3.06377 -5.36980
C: 3.89833 3.26339 -3.63058
C: 3.20233 1.98658 -3.10548
Cl: 4.33136 0.64371 -3.39047
H: 3.23762 4.10614 -3.42726
H: 4.85346 3.42308 -3.13024
H: 2.26928 1.67157 -3.57270
H: 2.88235 2.03099 -2.06446
Cl: -5.88312 2.17084 -4.96318
C: -4.43074 1.25721 -5.43640
C: -3.47523 1.19966 -4.31881
Cl: -2.81494 2.85332 -3.96821
H: -4.01154 1.77049 -6.30180
H: -4.71495 0.24930 -5.73879
H: -2.61159 0.64253 -4.68188
H: -3.85393 0.82542 -3.36770

Mulliken population analysis, charges in e, atoms 1 to 6: atom 1 (Hg): 1.515, atom 2 (B): 0.617, atom 3 (F): -0.385, atom 4 (F): -0.360, atom 5 (F): -0.348, atom 6 (F): -0.379



3.
Computed, not measured: a cluster of 2 separate species, C10H20BClO3 in total in a non-equilibrium geometry, with ωB97M-V with the def2-TZVPD basis set.

Summary:
- Energy relative to the best compared isomer or geometry (same formula, charge and spin): 0.000 eV
- Gap between HOMO and LUMO (alpha / beta): 7.4 / 7.4 eV
- Total energy: -1103.66470 a.u.
- Multiplicity: 1
- HOMO (alpha / beta): -7.07 / -7.07 eV
- Charge: 0

Atoms and positions in Å:
B: -0.20689 -1.13116 -0.42239
C: 2.34462 0.15129 -3.90674
C: 3.48534 -0.36184 -3.06976
C: 2.43785 -1.30790 -3.51573
C: -2.50725 1.09508 2.91525
C: -2.45592 1.37314 0.38919
C: 0.31119 1.75628 1.82372
C: 0.06566 -0.35193 2.88395
C: 1.61168 -1.95001 -2.50076
C: -1.99242 0.54656 1.63627
C: -0.40551 0.41745 1.67141
O: -1.08583 -2.00993 -0.97004
O: -2.64818 -0.79796 1.62256
O: 0.13012 -0.25698 0.50400
Cl: 0.33116 -2.90154 -3.31971
H: 1.62005 0.78664 -3.42404
H: 2.70731 0.50070 -4.75350
H: 4.56199 -0.47237 -3.55253
H: 3.48092 -0.11051 -1.99641
H: 2.52723 -1.86420 -4.40393
H: -2.29190 0.46360 3.73560
H: -1.82163 2.02199 3.20324
H: -3.50050 1.29763 2.87663
H: -2.27236 2.42053 0.67094
H: -1.84840 1.36383 -0.50538
H: -3.55968 1.11208 0.31329
H: 1.33406 1.60814 1.41273
H: -0.21665 2.40899 1.10109
H: 0.28230 2.08026 2.92133
H: 1.14733 -0.39134 2.85489
H: -0.25664 0.08368 3.78507
H: -0.23975 -1.29686 2.78976
H: 2.14802 -2.63117 -1.86109
H: -0.71541 -2.48621 -1.70366
H: -2.50193 -1.16596 0.79476

Mulliken population analysis, charges in e, atoms 1 to 6: atom 1 (B): 0.918, atom 2 (C): -0.769, atom 3 (C): -0.416, atom 4 (C): -0.297, atom 5 (C): -1.860, atom 6 (C): -1.524



4.
Computed, not measured: a cluster of 5 separate species, C10H20Br10 in total in a non-equilibrium geometry, with ωB97M-V with the def2-TZVPD basis set.

Summary:
- Energy relative to the best compared isomer or geometry (same formula, charge and spin): 0.470 eV
- Gap between HOMO and LUMO: 10.3 eV
- Total energy: -26133.17219 a.u.
- Multiplicity: 1
- Structure (SMILES): BrCCBr.BrCCBr.BrCCBr.BrCCBr.BrCCBr
- HOMO: -9.97 eV
- Charge: 0

Atoms and positions in Å:
Br: 0.49213 5.97841 -1.26657
C: -1.00916 5.90375 0.00693
C: -1.66759 4.53320 0.00238
Br: -2.65907 4.39659 1.67342
H: -1.72550 6.68246 -0.22615
H: -0.51068 6.05928 0.95658
H: -0.94269 3.72394 -0.01080
H: -2.27903 4.42182 -0.89063
Br: 9.32852 -1.06932 1.72158
C: 7.97432 0.25850 1.15410
C: 6.71133 -0.44067 0.76911
Br: 5.26174 0.87123 0.55756
H: 8.43718 0.88951 0.39557
H: 7.88013 0.98416 1.96225
H: 6.42146 -1.17779 1.50890
H: 6.75455 -0.86984 -0.22562
Br: -0.37718 -0.22589 -1.69827
C: 0.26526 0.22042 0.10764
C: 1.75351 0.48430 0.01334
Br: 2.13215 2.19750 -0.87900
H: -0.01491 -0.61969 0.72889
H: -0.31815 1.10983 0.32353
H: 2.21608 -0.29468 -0.58931
H: 2.30106 0.46327 0.95264
Br: -2.27282 -6.99293 0.22295
C: -2.85224 -5.10239 0.14927
C: -1.79769 -4.34126 0.89431
Br: -2.09768 -2.41438 0.64368
H: -3.82649 -5.04425 0.62606
H: -2.95884 -4.86834 -0.90298
H: -0.79587 -4.56739 0.53322
H: -1.73291 -4.60970 1.94673
Br: -5.47656 -2.88258 -2.14963
C: -5.23989 -1.29360 -1.07084
C: -4.32163 -0.31441 -1.76156
Br: -3.92261 1.16850 -0.52694
H: -4.80166 -1.64086 -0.14136
H: -6.23513 -0.91891 -0.85483
H: -4.74094 0.09528 -2.67485
H: -3.35249 -0.75307 -1.98131

Mulliken population analysis, charges in e, atoms 1 to 6: atom 1 (Br): -0.184, atom 2 (C): -0.661, atom 3 (C): -0.168, atom 4 (Br): -0.152, atom 5 (H): 0.389, atom 6 (H): 0.392



5.
Computed, not measured: a cluster of 5 separate species, C10H20Br10 in total in a non-equilibrium geometry, with ωB97M-V with the def2-TZVPD basis set.

Summary:
- Energy relative to the best compared isomer or geometry (same formula, charge and spin): 0.770 eV
- Gap between HOMO and LUMO: 10.0 eV
- Total energy: -26133.16114 a.u.
- Multiplicity: 1
- Structure (SMILES): BrCCBr.BrCCBr.BrCCBr.BrCCBr.BrCCBr
- HOMO: -9.73 eV
- Charge: 0

Atoms and positions in Å:
Br: -0.70158 -5.61520 2.67447
C: -2.24330 -4.69305 3.46439
C: -3.09306 -3.97316 2.41539
Br: -2.19955 -2.43061 1.69545
H: -1.90489 -3.92636 4.15833
H: -2.84561 -5.39146 4.03899
H: -4.06973 -3.71534 2.82678
H: -3.35222 -4.61502 1.57470
Br: -4.87443 -0.50290 2.68433
C: -5.37542 0.08202 0.84848
C: -4.70082 1.39667 0.55115
Br: -5.30676 2.03413 -1.22748
H: -6.45264 0.14840 0.72328
H: -5.08367 -0.67607 0.12012
H: -3.62274 1.48135 0.60240
H: -5.12029 2.12659 1.24283
Br: -0.97087 2.01248 -1.27826
C: -0.51500 0.30566 -0.41217
C: 0.24413 0.66239 0.85427
Br: -1.06804 1.07666 2.28715
H: 0.16378 -0.16195 -1.12009
H: -1.40790 -0.26838 -0.19615
H: 1.03006 1.39551 0.72292
H: 0.68457 -0.26488 1.22690
Br: 3.75728 1.79047 2.07245
C: 4.15159 3.36531 1.02604
C: 4.26590 3.00561 -0.45873
Br: 4.53190 4.63334 -1.48189
H: 5.10729 3.78688 1.32616
H: 3.36650 4.08381 1.23508
H: 3.39021 2.46822 -0.81291
H: 5.13393 2.37450 -0.62668
Br: 1.97665 0.88041 -3.04342
C: 3.06536 -0.57799 -3.73521
C: 4.38958 -0.14178 -4.32745
Br: 4.14374 0.77860 -6.05537
H: 2.46707 -1.05627 -4.50991
H: 3.12946 -1.32356 -2.94569
H: 4.98906 -1.02353 -4.53970
H: 4.92048 0.46847 -3.60097

Mulliken population analysis, charges in e, atoms 1 to 6: atom 1 (Br): -0.148, atom 2 (C): -0.657, atom 3 (C): -0.620, atom 4 (Br): -0.013, atom 5 (H): 0.365, atom 6 (H): 0.407



6.
Computed, not measured: a cluster of 5 separate species, C10H20Br10 in total in a non-equilibrium geometry, with ωB97M-V with the def2-TZVPD basis set.

Summary:
- Energy relative to the best compared isomer or geometry (same formula, charge and spin): 0.313 eV
- Gap between HOMO and LUMO (alpha / beta): 8.4 / 2.1 eV
- ⟨S²⟩: 0.7565
- Total energy: -26132.77993 a.u.
- Multiplicity: 2
- HOMO (alpha / beta): -11.93 / -11.93 eV
- Charge: +1

Atoms and positions in Å:
Br: 0.08290 1.50618 -0.14822
C: -0.74287 -0.28878 -0.63372
C: -2.14389 -0.09464 -1.30675
Br: -2.74089 -1.89602 -1.57503
H: -0.96756 -0.73419 0.33541
H: -0.00340 -0.82930 -1.22458
H: -2.11290 0.32066 -2.31406
H: -2.86851 0.33460 -0.61481
Br: -8.50882 -2.09936 -1.65060
C: -7.47766 -1.64965 -3.27522
C: -6.02905 -2.09806 -3.05687
Br: -4.90061 -1.64926 -4.69038
H: -7.58813 -0.60778 -3.57588
H: -7.95709 -2.30124 -4.00576
H: -5.97917 -3.17783 -2.91646
H: -5.55779 -1.50462 -2.27339
Br: 3.37862 -2.83886 3.36805
C: 2.97678 -3.31711 1.46687
C: 1.46918 -3.14024 1.18177
Br: 1.11533 -3.96985 -0.54841
H: 3.20751 -4.38222 1.44689
H: 3.65035 -2.78714 0.79342
H: 1.12058 -2.11020 1.25658
H: 0.85709 -3.66532 1.91508
Br: 2.68739 4.66804 -0.18520
C: 1.99278 4.22102 1.64464
C: 1.59526 5.54246 2.46563
Br: 0.98877 4.91749 4.22947
H: 2.71991 3.74966 2.30586
H: 1.16143 3.52115 1.56021
H: 0.84845 6.06169 1.86498
H: 2.46969 6.18330 2.57876
Br: 4.83608 2.05745 2.41536
C: 4.60043 0.39569 1.29647
C: 3.71196 0.66922 0.11658
Br: 3.47000 -0.99939 -0.93115
H: 4.08313 -0.39485 1.84011
H: 5.60522 0.04671 1.05832
H: 4.24975 1.33658 -0.55686
H: 2.69962 1.00401 0.34280

Mulliken population analysis, charges in e, atoms 1 to 6: atom 1 (Br): -0.086, atom 2 (C): -0.906, atom 3 (C): -0.389, atom 4 (Br): 0.074, atom 5 (H): 0.447, atom 6 (H): 0.461